Here is C14H14FeN2O4 as an isolated structure at a distorted geometry from the Open Molecules 2025 dataset. Energies are from ωB97M-V/def2-TZVPD.

The expectation value of S² is 6.050. The value obtained for the HOMO-LUMO gap (spin up / spin down) is 8.74 / 6.39 eV. For the max |F|, the calculation gives 0.1257 Eh/bohr. The calculation puts the energy above the lowest of the compared OMol25 structures with the same formula, charge and spin at 0.0 kcal per mole.

```
! wB97M-V def2-TZVPD RIJCOSX def2/J DEFGRID3
* xyz 0 5
C 3.58 1.91 0.57
C 2.16 1.52 0.11
C 1.35 2.73 0.09
Fe -2.43 -0.42 -0.33
C -0.81 0.45 0.43
O -0.96 1.17 1.42
C -1.64 0.50 -1.82
O -1.30 1.44 -2.43
C -2.89 -1.74 1.09
C -2.82 -2.38 -0.20
C -3.75 -1.72 -1.08
C -4.41 -0.67 -0.33
C -3.88 -0.69 1.01
H 3.57 2.22 1.62
H 4.29 1.08 0.45
H 3.93 2.75 -0.04
H 2.28 1.17 -0.93
H 1.84 3.67 -0.16
H 0.27 2.66 0.05
H -2.36 -2.05 1.99
H -2.22 -3.25 -0.45
H -3.98 -2.00 -2.11
H -5.21 -0.03 -0.69
H -4.21 -0.07 1.84
N 0.52 0.29 -0.01
C 0.76 -0.57 -1.08
O -0.10 -0.79 -1.97
N 2.01 -1.10 -1.15
C 2.75 -1.48 0.02
O 3.63 -2.34 -0.11
C 2.35 -0.76 1.16
C 1.58 0.43 0.98
H 2.13 -1.72 -1.95
H 2.80 -1.00 2.11
H 1.18 0.81 1.92
*
```